Version i
Entry from OMol25: 2 unconnected molecules or ions with the total composition C16H17N (ωB97M-V with the def2-TZVPD basis set).

Structure (XYZ):
```
34
Properties=species:S:1:pos:R:3
C 2.5005 -1.7442 2.8869
C 1.1435 -1.2651 2.5894
C 0.4423 -1.5256 1.4446
N -0.9054 -1.0492 1.4037
C -0.9394 -0.3872 2.6516
C -1.9712 0.4258 3.1350
C -1.7433 1.1741 4.2791
C -0.5958 0.9617 5.0645
C 0.4869 0.2531 4.5558
C 0.2636 -0.4616 3.3877
H 2.8949 -2.5392 2.2376
H 2.4769 -2.1627 3.8946
H 3.2371 -0.9365 2.8943
H 0.7032 -2.3539 0.7868
H -1.4313 -0.8085 0.5886
H -2.7485 0.6420 2.4135
H -2.4856 1.9641 4.3283
H -0.3978 1.3670 6.0365
H 1.5175 0.0659 4.9191
C -0.8525 2.4443 -3.0763
C -0.1458 1.2205 -3.5322
C 0.7222 1.1265 -4.6197
C 0.8855 -0.0600 -5.3520
C 0.3657 -1.2642 -4.8863
C -0.5145 -1.1646 -3.7833
C -0.7534 0.0184 -3.1453
H -0.4553 3.3751 -3.4808
H -0.8850 2.6028 -1.9810
H -1.8900 2.4894 -3.3948
H 1.4899 1.9158 -4.8687
H 1.4880 -0.0859 -6.2749
H 0.6379 -2.2639 -5.2745
H -1.0000 -2.0563 -3.4474
H -1.5408 0.0819 -2.3805
```

Calculated values
LUMO energy: 0.704 eV
SMILES: Cc1c[nH]c2ccccc12.Cc1ccccc1
Frontier orbital gap: 8.587 eV

Atomic partial charges in e from the natural (NBO) method, atoms 1 to 6:
1. C -0.630
2. C -0.085
3. C -0.020
4. N -0.566
5. C 0.156
6. C -0.227


Version ii
Entry from OMol25: 2 unconnected molecules or ions with the total composition C16H17N (ωB97M-V with the def2-TZVPD basis set).

Structure (XYZ):
```
34
Properties=species:S:1:pos:R:3
C -0.3460 -0.6807 3.2998
C -0.4107 0.5423 2.4777
C -1.4086 1.4503 2.1363
N -0.9684 2.3745 1.1030
C 0.3404 1.9512 0.7313
C 1.2904 2.3326 -0.2598
C 2.3526 1.4518 -0.6542
C 2.5838 0.3337 0.1165
C 1.7919 0.1342 1.2386
C 0.6659 0.8523 1.5712
H -0.8471 -1.6197 2.7681
H -0.7212 -0.4062 4.3400
H 0.6616 -1.1080 3.6504
H -2.2717 1.7817 2.6438
H -1.6348 2.6383 0.4015
H 1.2019 3.2793 -0.9190
H 2.8971 1.6375 -1.5632
H 3.3604 -0.4608 -0.0451
H 2.1024 -0.6868 1.8632
C 0.8107 -2.3061 -0.7299
C -0.2567 -1.5691 -1.3941
C -1.6090 -1.6498 -1.0921
C -2.5530 -0.7469 -1.5688
C -2.1231 0.2241 -2.4901
C -0.8212 0.2658 -2.8447
C 0.1633 -0.5605 -2.2853
H 0.5735 -3.3093 -0.3369
H 1.0681 -1.7420 0.0554
H 1.6567 -2.3406 -1.4126
H -1.9498 -2.4749 -0.4996
H -3.5181 -0.8040 -1.1579
H -2.8681 0.7616 -3.0328
H -0.4506 0.8452 -3.7357
H 1.2375 -0.3910 -2.3751
```

Calculated values
LUMO energy: 0.864 eV
SMILES: Cc1c[nH]c2ccccc12.Cc1ccccc1
Frontier orbital gap: 8.778 eV

Atomic partial charges in e from the natural (NBO) method, atoms 1 to 6:
1. C -0.657
2. C -0.080
3. C -0.021
4. N -0.580
5. C 0.230
6. C -0.266


Most stable = version i


Version i
Entry from OMol25: 2 unconnected molecules or ions with the total composition C2H8NS (ωB97M-V with the def2-TZVPD basis set).

Structure (XYZ):
```
12
Properties=species:S:1:pos:R:3
S 3.0507 -0.9177 -1.7921
H 2.8834 -0.1258 -0.7181
C -0.7300 -0.2832 1.2778
C -1.1155 0.3207 -0.0561
N 0.0082 0.3624 -0.9393
H -0.0346 0.3501 1.8314
H -1.5452 -0.5529 1.9497
H -0.1907 -1.2263 1.0987
H -1.9591 -0.2403 -0.4899
H -1.3845 1.3699 0.0990
H 0.7700 -0.3156 -0.9441
H 0.2474 1.2586 -1.3169
```

Calculated values
Net charge: -1
LUMO energy: 3.870 eV
Frontier orbital gap: 6.446 eV

Atomic partial charges in e from the natural (NBO) method, atoms 1 to 6:
1. S -1.048
2. H 0.078
3. C -0.617
4. C -0.202
5. N -0.902
6. H 0.199


Version ii
Entry from OMol25: 2 unconnected molecules or ions with the total composition C2H8NS (ωB97M-V with the def2-TZVPD basis set).

Structure (XYZ):
```
12
Properties=species:S:1:pos:R:3
S -0.3442 -0.9455 -3.1595
H 0.1331 0.1836 -2.6697
C -0.9406 -0.7582 0.6677
N 0.4504 -0.2149 1.1529
C 0.7344 0.9851 0.3550
H -0.9226 -1.0734 -0.3750
H -1.1255 -1.3952 1.5336
H -1.5595 0.1100 0.9038
H 1.1335 -0.9405 0.9623
H 0.8640 1.0086 -0.7238
H 1.6767 1.3575 0.7659
H -0.0996 1.6830 0.5868
```

Calculated values
Net charge: -1
LUMO energy: 4.247 eV
Frontier orbital gap: 6.850 eV

Atomic partial charges in e from the natural (NBO) method, atoms 1 to 6:
1. S -1.050
2. H 0.069
3. C -0.456
4. N -0.634
5. C -0.421
6. H 0.258


Most stable = version i


Version i
Entry from OMol25: a single C7H10N2 molecule (ωB97M-V with the def2-TZVPD basis set).

Structure (XYZ):
```
19
Properties=species:S:1:pos:R:3
N -4.2851 -0.0838 1.1915
C -3.2011 -0.1526 0.8075
C -2.0874 -0.3790 -0.0073
C -1.6379 0.6829 -1.0073
C -0.6069 0.3950 0.0412
N 0.5187 -0.3452 -0.3259
C 1.2700 -0.8402 0.8277
C 2.5334 -0.3493 0.2101
C 1.7161 0.5851 -0.7026
H -2.1119 -1.3749 -0.3693
H -1.4514 0.3109 -1.9419
H -2.1989 1.6829 -1.0292
H -0.4237 1.0329 0.9210
H 1.1098 -1.9446 0.9242
H 1.0076 -0.2046 1.7050
H 3.2832 0.1560 0.8958
H 2.9596 -1.2816 -0.1947
H 1.5663 1.4900 -0.2253
H 2.0396 0.6202 -1.7205
```

Calculated values
LUMO energy: 0.916 eV
SMILES: N#C[C@H]1C[C@@H]1N1CCC1
Frontier orbital gap: 10.217 eV

Atomic partial charges in e from the natural (NBO) method, atoms 1 to 6:
1. N -0.323
2. C 0.271
3. C -0.365
4. C -0.386
5. C 0.000
6. N -0.425


Version ii
Entry from OMol25: a single C7H10N2 molecule (ωB97M-V with the def2-TZVPD basis set).

Structure (XYZ):
```
19
Properties=species:S:1:pos:R:3
C -2.7716 1.1823 -0.0621
N -1.6074 1.2783 -0.5165
C -0.4599 0.7545 0.0195
C 0.6187 1.7824 0.2035
C -0.2793 -0.5730 0.2342
C -1.3285 -1.5123 0.1687
N -2.1152 -2.3519 0.2230
C 1.0660 -1.2092 0.5093
C 1.9326 -1.2288 -0.7520
H -3.5835 1.5964 -0.6433
H -3.0243 0.7368 0.9041
H 1.5477 1.3395 0.5409
H 0.2912 2.5142 0.9424
H 0.7878 2.3145 -0.7308
H 1.5825 -0.6786 1.3130
H 0.9027 -2.2356 0.8441
H 1.4575 -1.8274 -1.5256
H 2.9067 -1.6582 -0.5310
H 2.0763 -0.2239 -1.1414
```

Calculated values
LUMO energy: 0.436 eV
SMILES: C=N/C(C)=C(\C#N)CC
Frontier orbital gap: 9.286 eV

Atomic partial charges in e from the natural (NBO) method, atoms 1 to 6:
1. C 0.003
2. N -0.410
3. C 0.244
4. C -0.648
5. C -0.217
6. C 0.269


Version iii
Entry from OMol25: a molecular structure, C7H10N2 (ωB97M-V with the def2-TZVPD basis set).

Structure (XYZ):
```
19
Properties=species:S:1:pos:R:3
C -0.0079 0.0709 0.4708
C 1.1947 -0.6910 0.9702
C -0.7330 0.9036 1.4971
C -0.0373 0.5206 -0.8666
C -0.9427 -2.0877 -0.7405
C -0.6263 0.8341 -1.9917
N -1.2997 -1.0695 -0.1018
C 1.5260 1.7283 -0.6151
N 2.4035 2.3466 -0.1791
H 1.7369 -1.1755 0.1612
H -1.6299 1.3529 1.0796
H 0.8681 -1.4382 1.6943
H 1.8705 0.0128 1.4536
H -0.0586 1.6969 1.8207
H -0.9955 0.2742 2.3469
H 0.0280 -2.2066 -1.2340
H -1.6256 -2.9384 -0.7586
H -1.5327 0.3547 -2.3305
H -0.1386 1.5114 -2.6765
```

Calculated values
LUMO energy: 0.539 eV
Frontier orbital gap: 9.741 eV

Atomic partial charges in e from the natural (NBO) method, atoms 1 to 6:
1. C 0.096
2. C -0.645
3. C -0.626
4. C 0.152
5. C -0.072
6. C -0.409


Version iv
Entry from OMol25: a single C7H10N2 molecule (ωB97M-V with the def2-TZVPD basis set).

Structure (XYZ):
```
19
Properties=species:S:1:pos:R:3
C 1.8678 1.1933 0.2026
C 0.5489 1.2945 1.0107
C 0.4015 1.8544 -0.2522
C 1.6675 -0.2173 0.0993
C -0.4403 0.9569 -1.1060
C -0.6517 -0.4136 -0.1644
C -1.9039 -0.3330 0.6002
N 0.4630 -0.2484 0.8015
N 2.2923 -1.4083 -0.1686
H 2.7840 1.6986 0.1983
H 0.3087 1.6231 1.9902
H -1.4597 1.3424 -1.2431
H -0.0320 0.8305 -1.9968
H -0.5993 -1.3855 -0.7412
H -1.8341 0.7922 0.9607
H -1.9657 -0.9148 1.5149
H -2.7510 -0.5466 -0.0499
H 3.1689 -1.4044 -0.7023
H 1.7299 -2.1987 -0.3280
```

Calculated values
LUMO energy: 0.657 eV
Frontier orbital gap: 7.650 eV

Atomic partial charges in e from the natural (NBO) method, atoms 1 to 6:
1. C -0.326
2. C -0.105
3. C -0.215
4. C 0.509
5. C -0.462
6. C -0.086


Most stable = version ii